10
Properties=species:S:1:pos:R:3:forces:R:3 method="wB97M-V/def2-TZVPD" e_homo_ev=-8.83 e_lumo_ev=0.504 energy_ha=-159.304450 relative_energy_kcal_mol=60.3
B 0.467571 0.101834 -0.068032 -2.80 -2.54 -0.24
C -0.926799 0.661147 -0.153108 -0.31 4.04 4.56
C -0.817163 -0.819446 -0.058435 -1.31 -2.10 -1.03
N 1.794289 -0.073426 -0.023909 3.65 3.85 0.74
H -1.196464 1.546501 1.153998 0.76 -2.65 -3.23
H -1.464506 1.267556 -0.831126 -0.50 0.08 -0.88
H -1.166876 -1.185473 -1.092476 0.88 0.27 1.30
H -1.294037 -1.557975 0.676752 0.78 1.61 -0.62
H 2.289535 0.925006 0.024855 -0.62 -3.35 -0.08
H 2.314448 -0.865721 0.371480 -0.54 0.78 -0.52